No. 1
Computed, not measured: C24H36N8O3Ru as an isolated structure, with ωB97M-V/def2-TZVPD.

E_HOMO (alpha / beta): -19.010 / -19.011 eV
gap between HOMO and LUMO (alpha / beta): 7.8 / 5.3 eV
⟨S²⟩: 6.027

```
! RIJCOSX wB97M-V def2-TZVPD def2/J DEFGRID3
* xyz 4 5
Ru 0.59179 0.40032 -0.04348
C 3.46317 0.79739 -3.30843
C 2.87947 1.06729 -1.96978
O 1.75569 0.54014 -1.65871
N 3.50786 1.85551 -1.11924
C 2.95926 2.27412 0.17169
C 1.73166 3.13776 -0.00978
C 1.83047 4.50433 -0.17747
C 0.69332 5.23820 -0.49681
C -0.51553 4.57364 -0.65297
C -0.54971 3.20793 -0.46476
N 0.54399 2.49852 -0.13192
H 3.09600 -0.15149 -3.68949
H 4.55185 0.79064 -3.27480
H 3.14817 1.59013 -3.99321
H 4.39114 2.25246 -1.41565
H 3.73632 2.81110 0.71133
H 2.74232 1.37782 0.77287
H 2.78747 4.99589 -0.05754
H 0.75455 6.31082 -0.63121
H -1.41948 5.10710 -0.91163
H -1.47295 2.65010 -0.55835
C -6.06187 -0.57298 -1.41749
C -5.18067 0.59317 -1.91922
C -5.35987 1.83121 -1.05318
C -5.42712 0.87035 -3.39569
N -3.78416 0.07329 -1.80652
N -3.08700 -0.03408 -0.66451
H -7.09659 -0.30550 -1.63473
H -5.96313 -0.71766 -0.34115
H -5.84708 -1.50480 -1.94162
H -6.39524 2.15692 -1.14467
H -4.72786 2.65339 -1.39118
H -5.20163 1.64552 0.01296
H -6.45777 1.19753 -3.52192
H -5.29719 -0.02886 -4.00175
H -4.77721 1.65996 -3.77300
H -3.44729 -0.50953 -2.57039
H -2.96878 -1.00074 -0.35808
H -3.53066 0.52936 0.05807
O 5.26888 -2.79866 -0.04354
C 4.99158 -4.17694 0.09067
N 4.32120 -4.48060 1.34079
C 3.08215 -4.05737 1.64088
O 2.56726 -4.05132 2.73961
C 2.21917 -3.51648 0.51415
C 1.62181 -4.29720 -0.46789
C 0.69829 -3.71355 -1.33172
C 0.38475 -2.38220 -1.17659
N 0.93897 -1.63114 -0.20120
C 1.85704 -2.18926 0.60702
H 6.09238 -2.59433 0.41545
H 5.88999 -4.78804 0.03310
H 4.35043 -4.43900 -0.74819
H 4.85753 -4.84014 2.12050
H 1.86113 -5.35062 -0.55552
H 0.22252 -4.29224 -2.11136
H -0.30569 -1.88224 -1.84492
H 2.27259 -1.57014 1.39386
N -0.42043 -0.13588 5.97381
C -0.34235 -0.01260 4.67019
C -0.17499 1.25702 4.03734
C -0.05334 1.33528 2.69317
N -0.08724 0.24096 1.84852
C -0.30486 -0.97819 2.46414
C -0.42875 -1.14102 3.79983
H -0.36338 0.66370 6.59043
H -0.54661 -1.03671 6.41636
H -0.15231 2.16547 4.62473
H 0.06881 2.29953 2.22460
H -0.38925 -1.83785 1.81872
H -0.59299 -2.13454 4.19645
*
```

Electronic structure analysis, Mulliken charges in units of e: number 1, Ru, carries 1.199; number 2, C, carries -1.341; number 3, C, carries 0.656; number 4, O, carries -0.677; number 5, N, carries 0.070; number 6, C, carries -1.218; number 7, C, carries 1.091; number 8, C, carries -0.840; number 9, C, carries -0.440; number 10, C, carries -0.711; number 11, C, carries -0.483; number 12, N, carries 0.344; number 13, H, carries 0.376; number 14, H, carries 0.452; number 15, H, carries 0.328; number 16, H, carries 0.301; number 17, H, carries 0.701; number 18, H, carries 0.044; number 19, H, carries 0.549; number 20, H, carries 0.473; number 21, H, carries 0.484; number 22, H, carries 0.468; number 23, C, carries -1.442; number 24, C, carries 1.097; number 25, C, carries -1.627; number 26, C, carries -1.592; number 27, N, carries 0.039; number 28, N, carries -0.264; number 29, H, carries 0.444; number 30, H, carries 0.373; number 31, H, carries 0.428; number 32, H, carries 0.436; number 33, H, carries 0.391; number 34, H, carries 0.466; number 35, H, carries 0.422; number 36, H, carries 0.448; number 37, H, carries 0.422; number 38, H, carries 0.414; number 39, H, carries 0.341; number 40, H, carries 0.204; number 41, O, carries -0.492; number 42, C, carries -0.453; number 43, N, carries -0.132; number 44, C, carries 0.081; number 45, O, carries -0.581; number 46, C, carries -0.648; number 47, C, carries 0.237; number 48, C, carries -1.085; number 49, C, carries -0.551; number 50, N, carries 0.411; number 51, C, carries 0.057; number 52, H, carries 0.332; number 53, H, carries 0.468; number 54, H, carries 0.284; number 55, H, carries 0.307; number 56, H, carries 0.647; number 57, H, carries 0.472; number 58, H, carries 0.568; number 59, H, carries 0.680; number 60, N, carries -0.356; number 61, C, carries 1.092; number 62, C, carries -0.796; number 63, C, carries -0.463; number 64, N, carries 0.185; number 65, C, carries -0.802; number 66, C, carries -0.810; number 67, H, carries 0.245; number 68, H, carries 0.248; number 69, H, carries 0.432; number 70, H, carries 0.446; number 71, H, carries 0.733; number 72, H, carries 0.418


No. 2
Computed, not measured: C24H36P2PtSi as an isolated structure, with ωB97M-V/def2-TZVPD.

E_HOMO (alpha / beta): -13.019 / -13.010 eV
gap between HOMO and LUMO (alpha / beta): 7.5 / 2.5 eV
⟨S²⟩: 6.010
energy relative to the best compared isomer or geometry (same formula, charge and spin): 0.0 kcal/mol

```
! RIJCOSX wB97M-V def2-TZVPD def2/J DEFGRID3
* xyz 2 5
C 1.31480 1.85676 1.50296
C 1.92412 1.61024 0.26360
C 0.89081 1.39157 -0.73695
H 2.98562 1.67519 0.04877
C -0.40889 1.47002 -0.00068
C -0.09240 1.78992 1.36901
H -0.82112 2.08601 2.12215
H 1.83564 2.12260 2.42300
H 0.96557 1.57962 -1.81071
H -1.37673 1.60156 -0.47862
Pt 0.17695 -0.65746 -0.40741
C -1.57664 -0.63643 -1.59296
H -2.43733 -0.55858 -0.90454
H -1.66534 -1.53736 -2.20837
H -1.53066 0.28084 -2.20562
Si -0.03262 -0.80795 -4.60066
C 1.45358 -1.23299 -5.64894
C 2.41422 -0.21187 -5.80938
H 2.28443 0.73270 -5.27442
C 3.52143 -0.38697 -6.64652
H 4.23410 0.42978 -6.77737
C 3.71117 -1.60282 -7.31801
H 4.57266 -1.72996 -7.98241
C 2.79109 -2.64200 -7.12237
H 2.94152 -3.59432 -7.63914
C 1.67862 -2.47042 -6.27900
H 0.97965 -3.29866 -6.13065
C -1.37480 -0.08744 -5.66223
C -1.17984 0.15969 -7.03313
H -0.36785 -0.33559 -7.57196
C -2.01525 1.06611 -7.69819
H -1.80078 1.33640 -8.73297
C -3.11271 1.63239 -7.03773
H -3.72860 2.38164 -7.54050
C -3.42005 1.22270 -5.73328
H -4.30706 1.61783 -5.23416
C -2.58701 0.31552 -5.06734
H -2.86478 -0.06316 -4.07948
H 0.45961 0.26714 -3.72220
H -0.71992 -1.85741 -3.79026
C 1.10752 -3.48533 -2.40082
P 0.85315 -2.82110 -0.73046
C 2.39348 -3.18223 0.17264
C -0.41737 -3.84993 0.13901
C -0.79011 -3.29804 1.52360
P -0.37913 -1.49315 1.70898
C -1.85084 -0.80830 2.45387
C 0.94249 -1.30330 2.93176
H 0.14508 -3.80535 -2.82148
H 1.76490 -4.36717 -2.38149
H 1.57144 -2.71740 -3.03290
H 2.17392 -3.70365 1.10808
H 3.02141 -3.81569 -0.46538
H 2.94189 -2.26320 0.40941
H -1.30765 -3.89804 -0.50876
H -0.02432 -4.87077 0.21660
H -1.88008 -3.38470 1.64922
H -0.32468 -3.87224 2.34240
H -2.26516 -1.56986 3.13100
H -1.55742 0.06586 3.04641
H -2.57780 -0.53577 1.68400
H 0.92621 -2.15998 3.61614
H 1.93093 -1.21194 2.46732
H 0.71747 -0.39118 3.48879
*
```

Electronic structure analysis, Mulliken charges in units of e: number 1, C, carries -0.078; number 2, C, carries -0.917; number 3, C, carries -0.067; number 4, H, carries 0.487; number 5, C, carries -0.219; number 6, C, carries -1.159; number 7, H, carries 0.580; number 8, H, carries 0.558; number 9, H, carries 0.744; number 10, H, carries 0.694; number 11, Pt, carries 0.800; number 12, C, carries -1.723; number 13, H, carries 0.544; number 14, H, carries 0.470; number 15, H, carries 0.427; number 16, Si, carries 0.710; number 17, C, carries 0.268; number 18, C, carries -0.276; number 19, H, carries 0.304; number 20, C, carries -0.610; number 21, H, carries 0.394; number 22, C, carries -0.443; number 23, H, carries 0.385; number 24, C, carries -0.565; number 25, H, carries 0.385; number 26, C, carries -0.270; number 27, H, carries 0.393; number 28, C, carries 0.509; number 29, C, carries -0.481; number 30, H, carries 0.389; number 31, C, carries -0.502; number 32, H, carries 0.378; number 33, C, carries -0.462; number 34, H, carries 0.385; number 35, C, carries -0.568; number 36, H, carries 0.382; number 37, C, carries -0.442; number 38, H, carries 0.406; number 39, H, carries -0.315; number 40, H, carries -0.276; number 41, C, carries -1.037; number 42, P, carries 0.582; number 43, C, carries -1.261; number 44, C, carries -1.063; number 45, C, carries -0.773; number 46, P, carries 0.465; number 47, C, carries -1.360; number 48, C, carries -1.346; number 49, H, carries 0.422; number 50, H, carries 0.570; number 51, H, carries 0.038; number 52, H, carries 0.403; number 53, H, carries 0.491; number 54, H, carries 0.277; number 55, H, carries 0.481; number 56, H, carries 0.508; number 57, H, carries 0.460; number 58, H, carries 0.454; number 59, H, carries 0.521; number 60, H, carries 0.430; number 61, H, carries 0.318; number 62, H, carries 0.466; number 63, H, carries 0.305; number 64, H, carries 0.431


No. 3
Computed, not measured: C24H37AlBCaCl5CsFNNaO9 as an isolated structure, with ωB97M-V/def2-TZVPD.

E_HOMO: -5.785 eV
gap between HOMO and LUMO: 0.9 eV

```
! RIJCOSX wB97M-V def2-TZVPD def2/J DEFGRID3
* xyz 0 1
C 2.94292 -4.94419 0.29138
C 2.53433 -4.42833 -1.14565
C 1.59955 -5.20655 -2.11769
C 1.28443 -4.64114 -3.48965
C 1.84590 -3.21982 -4.00263
C 2.71616 -2.45732 -3.01862
C 3.34226 -1.01263 -3.28827
Al 2.88145 0.13406 -1.65149
N 4.33397 0.09193 -0.40516
F 1.29520 -0.59920 -0.94543
C 2.46923 2.08235 -2.06239
B 2.14246 2.79664 -0.62752
O 1.26767 2.10988 0.31647
O 2.69445 4.04631 -0.21541
C 3.06355 -3.06807 -1.62518
H 2.69739 -6.03456 0.49378
H 4.03548 -4.69181 0.51857
H 2.32937 -4.33266 1.04726
H 1.16819 -6.20583 -1.76545
H 0.58581 -5.25622 -4.17552
H 1.61262 -2.77850 -5.05253
H 4.47650 -1.17878 -3.30293
H 3.03427 -0.57435 -4.28894
H 5.07963 -0.52329 -0.75974
H 4.00767 -0.20956 0.51871
H 1.59770 2.24155 -2.78238
H 3.35488 2.66760 -2.51091
H 1.73288 1.35662 0.73511
H 2.35262 4.20700 0.69709
H 3.73513 -2.48961 -0.90940
C 1.18936 2.09842 -7.50154
O 1.19162 2.84615 -6.29673
C 0.96597 4.23779 -6.52061
C -0.48324 4.61921 -6.23050
O -1.37679 4.00036 -7.15516
C -2.00160 2.84628 -6.61293
H 1.07766 1.04177 -7.24731
H 0.36616 2.38457 -8.16100
H 2.14197 2.23666 -8.02313
H 1.25100 4.51704 -7.53778
H 1.63175 4.79575 -5.81255
H -0.58837 5.69871 -6.35854
H -0.75442 4.37385 -5.19877
H -2.80952 3.14500 -5.93825
H -1.29368 2.20898 -6.07531
H -2.42748 2.27012 -7.43695
Ca 2.38924 -4.95633 -5.97124
Cl 1.96269 6.60516 -6.05951
C 1.11209 -2.58409 3.44107
C 0.85626 -1.22957 4.02344
O 2.14817 -0.61809 3.99694
C 2.85286 -1.25719 3.03277
O 3.93242 -0.88297 2.62563
O 2.20770 -2.36564 2.57408
H 0.25516 -2.96554 2.88788
H 1.40143 -3.31863 4.19972
H 0.16943 -0.63341 3.41238
H 0.46993 -1.28115 5.04304
Na 4.50768 1.02691 2.71389
Cl -1.60602 -2.93765 5.81567
C -2.48541 -1.38776 5.92215
C -2.88798 -1.06163 7.34380
Cl -4.14960 -2.16369 7.95382
H -3.35207 -1.44193 5.25824
H -1.81221 -0.61411 5.54061
H -3.30056 -0.05229 7.38736
H -2.03963 -1.11079 8.02342
C -5.49524 1.25101 5.90013
C -6.11115 2.43241 5.93021
C -7.05490 2.83326 4.86415
O -7.61540 3.91019 4.88924
C -7.28940 1.87110 3.76471
C -6.67336 0.69022 3.73525
C -5.72955 0.28981 4.80139
O -5.16830 -0.79249 4.77355
H -4.80246 0.94260 6.67079
H -5.95117 3.14709 6.72781
H -7.98355 2.17993 2.99320
H -6.83329 -0.02490 2.93780
Cl 1.25053 1.14101 4.42383
Cs -1.45254 -2.90496 2.94559
Cl -2.01586 -2.93810 9.10876
*
```

Electronic structure analysis, Mulliken charges in units of e: number 1, C, carries -0.748; number 2, C, carries 0.505; number 3, C, carries -0.786; number 4, C, carries -0.591; number 5, C, carries -1.534; number 6, C, carries 1.138; number 7, C, carries -0.720; number 8, Al, carries 0.198; number 9, N, carries -0.417; number 10, F, carries -0.555; number 11, C, carries -0.574; number 12, B, carries 0.585; number 13, O, carries -0.493; number 14, O, carries -0.546; number 15, C, carries -0.195; number 16, H, carries 0.346; number 17, H, carries 0.292; number 18, H, carries -0.008; number 19, H, carries 0.353; number 20, H, carries 0.561; number 21, H, carries 0.623; number 22, H, carries 0.267; number 23, H, carries 0.347; number 24, H, carries 0.201; number 25, H, carries 0.141; number 26, H, carries 0.194; number 27, H, carries 0.162; number 28, H, carries 0.164; number 29, H, carries 0.309; number 30, H, carries 0.028; number 31, C, carries -0.825; number 32, O, carries -0.250; number 33, C, carries -0.403; number 34, C, carries -0.424; number 35, O, carries -0.384; number 36, C, carries -0.670; number 37, H, carries 0.171; number 38, H, carries 0.376; number 39, H, carries 0.345; number 40, H, carries 0.388; number 41, H, carries 0.220; number 42, H, carries 0.436; number 43, H, carries 0.281; number 44, H, carries 0.327; number 45, H, carries 0.257; number 46, H, carries 0.248; number 47, Ca, carries 1.045; number 48, Cl, carries -0.498; number 49, C, carries -1.147; number 50, C, carries -1.397; number 51, O, carries -0.241; number 52, C, carries 0.326; number 53, O, carries -0.840; number 54, O, carries -0.101; number 55, H, carries 1.051; number 56, H, carries 0.627; number 57, H, carries 0.930; number 58, H, carries 0.387; number 59, Na, carries 0.931; number 60, Cl, carries -0.371; number 61, C, carries 0.143; number 62, C, carries -1.205; number 63, Cl, carries -0.142; number 64, H, carries 0.209; number 65, H, carries 0.411; number 66, H, carries 0.334; number 67, H, carries 0.585; number 68, C, carries 0.014; number 69, C, carries -0.483; number 70, C, carries 0.303; number 71, O, carries -0.539; number 72, C, carries -0.451; number 73, C, carries -0.373; number 74, C, carries 0.534; number 75, O, carries -0.584; number 76, H, carries 0.156; number 77, H, carries 0.436; number 78, H, carries 0.398; number 79, H, carries 0.419; number 80, Cl, carries -0.709; number 81, Cs, carries 1.131; number 82, Cl, carries -0.628


| no. | largest force on an atom (eV/Å) |
| --- | --- |
| 1 | 0.70 |
| 2 | 1.50 |
| 3 | 8.96 |